# 1
Density functional theory data (ωB97M-V/def2-TZVPD) for 7 unconnected molecules or ions with the total composition C4H23N2O8 at a distorted geometry.

Properties
**Energy relative to the best compared isomer or geometry (same formula, charge and spin)**: 210.0 kJ/mol
**E_tot**: -23875.575 eV
**E_HOMO**: -12.8 eV
**Kohn-Sham gap**: 0.375 hartree
**Net charge**: +1

Cartesian coordinates (Å):
O 1.3628 2.3350 1.5104
C 1.9772 2.0364 0.5259
O 3.3083 2.3431 0.4615
C 1.4253 1.1238 -0.6117
C 1.4472 -0.3219 -0.0928
C 0.5387 -0.6770 1.1209
N -0.8528 -0.9631 0.5786
N 0.1315 1.5596 -1.1594
H 3.6892 2.6530 1.2842
H 2.1934 1.1513 -1.3741
H 2.4467 -0.5379 0.2905
H 1.3413 -1.0139 -0.9035
H 0.3989 -0.1229 2.0989
H 0.7091 -1.6857 1.5950
H -1.2871 -1.6084 1.2452
H -0.8026 -1.4215 -0.3660
H -1.4895 -0.1423 0.3091
H 0.1993 2.4951 -1.6051
H -0.6760 1.4299 -0.5846
H -1.6044 -3.4392 -1.6431
H -0.1491 -3.2103 -1.6451
O -0.9029 -3.2669 -0.9968
H -0.8967 -0.0490 -2.4610
H -2.3193 0.0483 -2.7025
O -1.6611 -0.6600 -2.5956
H 0.7845 0.2605 4.7155
H 0.5737 1.8447 4.1388
O 0.6493 0.9044 4.0078
H 0.9820 -1.7850 -3.0430
H 1.8511 -3.0664 -2.9728
O 1.1226 -2.6080 -2.5569
H -1.0252 4.4671 0.6054
H -0.5908 3.0652 1.1211
O -0.7593 3.5831 0.3279
H -4.4774 -0.9607 0.7161
H -3.9721 -2.3532 0.2265
O -3.6659 -1.4075 0.4349

Forces on the atoms, in the same order (eV/Å):
O -0.85 0.01 0.14
C 1.16 -0.14 1.15
O -0.69 -1.04 -1.92
C 0.03 0.84 0.59
C 0.50 0.58 2.37
C -1.41 -1.39 0.56
N -0.84 1.39 -1.22
N 1.67 -0.54 -1.47
H -0.46 0.29 0.56
H -0.08 0.13 -0.50
H 0.25 0.27 -0.18
H -0.55 -0.47 -0.33
H 0.65 0.67 -1.67
H 0.90 0.69 -1.08
H -0.70 0.43 -0.69
H -0.10 -0.67 0.90
H 0.94 -1.41 1.35
H -0.47 -1.03 0.94
H 0.05 0.72 0.42
H -0.28 0.07 0.48
H -0.29 -0.03 0.90
O 0.34 -0.06 -1.17
H -0.10 -0.62 -0.03
H -0.36 -0.67 -0.15
O 0.63 1.51 0.32
H -0.10 1.39 0.43
H 0.21 -0.01 1.11
O -0.12 -1.53 -1.51
H 0.00 -0.28 -0.17
H 0.27 -0.15 -0.24
O 0.02 0.47 -0.01
H -0.01 -0.16 0.15
H 0.29 0.26 0.16
O -0.55 0.43 -0.22
H 0.17 -0.12 -0.05
H 0.68 2.11 0.43
O -0.81 -1.96 -0.33

# 2
Density functional theory data (ωB97M-V/def2-TZVPD) for 7 unconnected molecules or ions with the total composition C4H23NO7 at a distorted geometry.

Properties
**Energy relative to the best compared isomer or geometry (same formula, charge and spin)**: 204.4 kJ/mol
**E_tot**: -20342.622 eV
**E_HOMO**: -9.3 eV
**Kohn-Sham gap**: 0.347 hartree
**Net charge**: 0
**Structure (SMILES)**: COC[C@H](C)N.O.O.O.O.O.O

Cartesian coordinates (Å):
C -1.9639 0.2069 1.2774
O -3.0995 -0.3577 1.9922
C -4.3591 0.3877 1.8591
C -4.7187 0.4099 0.4294
C -6.0694 1.1296 0.3330
N -4.9424 -0.9834 -0.0752
H -2.1193 1.2714 1.1016
H -1.8556 -0.1217 0.2438
H -1.0096 0.0545 1.7816
H -5.1084 -0.1779 2.4129
H -4.2151 1.3638 2.3223
H -4.0900 0.9078 -0.3088
H -6.7355 0.6171 1.0271
H -6.5858 1.2376 -0.6208
H -6.0073 2.1152 0.7945
H -4.1422 -1.5434 0.1821
H -5.7911 -1.2698 0.3915
O 4.6987 -0.7542 2.8178
H 4.1396 -1.3929 3.2602
H 5.3286 -1.2842 2.3293
O -0.4761 1.7539 -2.6965
H 0.2897 1.3595 -2.2791
H -0.8145 2.3685 -2.0454
O 5.5438 -1.2548 -2.9901
H 5.2366 -0.3796 -2.7536
H 5.5799 -1.2461 -3.9466
O 5.3506 2.2035 -2.4570
H 5.4950 2.4117 -1.5340
H 5.0903 3.0353 -2.8528
O 5.9694 -3.3079 0.5179
H 6.5137 -2.8943 -0.1520
H 5.1067 -3.3873 0.1108
O 2.9325 -1.0475 -0.1801
H 3.3947 -0.7641 0.6088
H 3.4335 -0.6669 -0.9014

Forces on the atoms, in the same order (eV/Å):
C -1.17 0.56 -0.17
O 0.57 0.37 -0.05
C 2.83 -0.54 0.28
C -2.49 -0.45 -2.28
C -0.35 0.30 0.98
N 0.19 1.53 -0.11
H 0.07 0.39 0.57
H -0.21 -0.82 -0.02
H -0.39 -0.21 0.36
H 0.12 -0.02 0.06
H -0.11 0.25 -0.06
H 0.73 0.02 0.61
H -0.41 -0.27 -0.13
H 0.49 -0.31 -0.14
H 0.21 0.28 -0.22
H -0.19 -0.34 0.26
H 0.11 -0.74 0.06
O -0.18 0.37 -0.17
H -0.14 -0.17 0.16
H 0.30 -0.32 -0.19
O -0.09 -0.01 -0.20
H 0.21 -0.17 0.09
H -0.12 0.17 0.14
O -0.01 -0.29 0.29
H 0.04 0.45 -0.02
H 0.02 -0.02 -0.23
O -0.02 -0.35 -0.06
H 0.09 0.04 0.27
H -0.09 0.18 -0.18
O 0.07 0.07 0.43
H 0.15 0.10 -0.25
H -0.31 0.00 -0.16
O -0.23 -0.15 -0.10
H 0.19 0.11 0.47
H 0.11 0.01 -0.25

What is the formula in the second record?
C4H23NO7